Record 1
136
Properties=species:S:1:pos:R:3 method="wB97M-V/def2-TZVPD" charge=+3 homo_lumo_gap_ha=0.1506 energy_ev=-98828.5877
C 6.588 -5.782 7.596
C 5.172 -6.085 7.161
O 4.140 -5.729 7.738
N 5.059 -6.891 5.900
H 4.547 -6.368 5.204
H 5.961 -6.977 5.453
C 4.306 -8.240 6.051
H 6.614 -4.797 8.062
H 7.340 -5.679 6.813
H 6.852 -6.464 8.405
H 3.345 -8.157 6.557
H 4.994 -8.920 6.554
H 4.197 -8.661 5.051
C -13.305 -0.417 -0.030
C -12.176 0.550 -0.256
C -11.492 1.110 0.992
N -10.040 1.529 0.806
C -10.048 2.754 -0.165
C -9.178 0.329 0.207
C -7.986 0.226 1.160
C -8.583 0.567 2.561
C -9.392 1.837 2.173
H -13.976 -0.152 0.787
H -12.902 -1.391 0.252
H -13.886 -0.705 -0.906
H -12.465 1.356 -0.930
H -11.538 -0.073 -0.883
H -11.408 0.431 1.841
H -11.936 2.012 1.414
H -10.446 2.449 -1.133
H -9.093 3.279 -0.169
H -10.752 3.489 0.225
H -8.943 0.714 -0.786
H -9.696 -0.629 0.164
H -7.206 0.976 1.026
H -7.435 -0.707 1.271
H -7.778 0.801 3.258
H -9.128 -0.305 2.923
H -8.846 2.776 2.083
H -10.245 1.910 2.848
C -0.483 2.928 -4.610
C 0.663 3.518 -5.349
C 1.513 4.607 -4.507
N 2.818 5.010 -5.151
C 2.424 5.732 -6.443
C 3.520 6.029 -4.214
C 5.009 5.990 -4.494
C 5.219 4.609 -5.092
C 3.873 3.904 -5.249
H -0.124 2.400 -3.727
H -1.023 2.220 -5.240
H -1.270 3.586 -4.242
H 0.173 3.887 -6.251
H 1.243 2.629 -5.594
H 1.661 4.063 -3.574
H 0.967 5.504 -4.215
H 1.701 6.539 -6.322
H 2.196 4.894 -7.102
H 3.337 6.149 -6.870
H 3.007 6.990 -4.238
H 3.210 5.631 -3.247
H 5.278 6.843 -5.117
H 5.657 6.157 -3.633
H 5.673 4.742 -6.074
H 5.835 4.030 -4.404
H 3.811 3.437 -6.232
H 3.628 3.216 -4.440
C 7.593 8.211 3.228
C 6.756 7.001 3.673
C 7.781 5.849 4.058
N 7.209 4.376 4.161
C 5.883 4.293 4.928
C 8.330 3.503 4.760
C 8.331 2.154 3.984
C 7.937 2.656 2.618
C 7.116 3.873 2.680
H 8.448 8.424 3.870
H 7.052 9.151 3.122
H 7.952 7.975 2.227
H 6.083 6.733 2.858
H 6.256 7.370 4.569
H 8.260 6.133 4.995
H 8.570 5.863 3.306
H 5.457 3.302 4.767
H 5.309 5.025 4.359
H 6.115 4.664 5.926
H 8.164 3.384 5.831
H 9.317 3.949 4.642
H 7.519 1.617 4.474
H 9.220 1.526 4.032
H 7.360 1.857 2.153
H 8.905 2.820 2.144
H 6.113 3.679 2.298
H 7.449 4.632 1.972
C -3.218 -6.978 -6.913
C -2.489 -7.086 -5.598
C -2.335 -8.609 -5.176
N -1.608 -8.833 -3.822
C -0.274 -8.029 -3.661
C -1.236 -10.297 -3.753
C -1.174 -10.556 -2.237
C -2.301 -9.646 -1.643
C -2.523 -8.497 -2.594
H -4.188 -7.468 -6.998
H -2.507 -7.319 -7.667
H -3.305 -5.916 -7.140
H -2.951 -6.538 -4.776
H -1.462 -6.790 -5.812
H -1.756 -9.227 -5.863
H -3.330 -9.001 -4.965
H 0.160 -8.202 -2.676
H -0.684 -7.022 -3.586
H 0.418 -8.288 -4.462
H -0.386 -10.524 -4.397
H -2.160 -10.780 -4.068
H -0.160 -10.303 -1.929
H -1.254 -11.610 -1.973
H -1.923 -9.236 -0.707
H -3.293 -10.075 -1.504
H -2.237 -7.555 -2.127
H -3.562 -8.418 -2.914
C -2.941 6.786 2.786
F -2.331 5.666 2.889
F -3.657 6.810 1.654
F -3.717 6.948 3.874
S -1.592 8.191 2.849
O -0.703 7.893 1.752
O -2.298 9.486 2.767
O -0.925 8.067 4.124
P 1.521 -2.608 1.881
F 0.544 -1.256 2.082
F 2.550 -2.228 3.048
F 0.771 -3.523 2.968
F 2.398 -3.892 1.487
F 0.479 -2.943 0.688
F 2.400 -1.823 0.833

=====

Record 2
19
Properties=species:S:1:pos:R:3 method="wB97M-V/def2-TZVPD" charge=+1 homo_lumo_gap_ha=0.3812 energy_ev=-9989.5823
Cs -0.198 -0.553 -0.648
C 2.605 1.915 1.394
O 1.241 1.855 0.939
H 3.005 0.904 1.531
H 3.204 2.406 0.632
H 2.695 2.469 2.329
H 0.784 1.244 1.523
C -2.412 2.751 -2.259
O -1.813 2.139 -1.103
H -3.437 3.044 -2.029
H -1.794 3.583 -2.571
H -2.476 2.050 -3.100
H -2.368 1.393 -0.864
C 0.298 -4.517 0.556
O -0.380 -3.247 0.530
H 0.680 -4.741 -0.434
H 1.129 -4.485 1.262
H -0.385 -5.300 0.883
H -0.377 -2.910 1.430

=====

Record 3
40
Properties=species:S:1:pos:R:3 method="wB97M-V/def2-TZVPD" charge=0 smiles="NC(N)=O.NC(N)=O.NC(N)=O.NC(N)=O.NC(N)=O" homo_lumo_gap_ha=0.3394 energy_ev=-30653.4722
N 0.103 0.991 -0.164
C 1.298 0.415 0.172
N 1.288 -0.253 1.355
O 2.258 0.540 -0.580
H 0.083 1.479 -1.045
H -0.803 0.835 0.241
H 0.407 -0.292 1.838
H 2.121 -0.449 1.874
N 1.066 -0.374 4.718
C 1.199 1.000 4.764
N 0.102 1.641 4.311
O 2.220 1.523 5.175
H 1.847 -0.863 5.115
H 0.238 -0.831 4.384
H -0.633 1.053 3.955
H 0.093 2.618 4.091
N -3.666 -0.679 3.415
C -2.422 -1.194 3.214
N -2.304 -2.525 3.536
O -1.482 -0.515 2.816
H -4.453 -1.279 3.574
H -3.750 0.314 3.299
H -1.425 -2.945 3.292
H -2.864 -2.879 4.290
N -0.183 3.321 -5.337
C -0.181 2.074 -4.785
N 0.337 1.072 -5.536
O -0.619 1.874 -3.652
H 0.262 3.430 -6.231
H -0.296 4.128 -4.755
H 0.747 1.153 -6.448
H 0.566 0.238 -5.020
N 0.797 -0.747 -2.970
C 0.698 -2.003 -3.509
N 1.774 -2.798 -3.291
O -0.258 -2.319 -4.203
H 0.113 -0.041 -3.198
H 1.344 -0.607 -2.133
H 2.599 -2.384 -2.897
H 1.777 -3.722 -3.675

=====

Record 4
45
Properties=species:S:1:pos:R:3 method="wB97M-V/def2-TZVPD" charge=+2 multiplicity=5 homo_lumo_gap_ha="0.2641 / 0.0683" energy_ev=-71310.3640
I -0.009 -1.144 -6.976
I -0.014 1.367 -6.045
Rh 0.004 0.020 -1.129
P -2.319 -0.018 -1.364
C -3.064 0.010 -3.002
C -3.013 -1.427 -0.463
H -4.074 -1.239 -0.248
H -3.938 1.409 -0.273
H -2.440 -1.559 0.464
H -2.263 1.604 0.419
H -2.786 -0.903 -3.547
H -2.924 -2.332 -1.078
C -2.863 1.493 -0.498
H -4.158 0.073 -2.900
H -2.677 2.353 -1.157
H -2.683 0.877 -3.557
P 2.328 -0.031 -1.354
C 3.080 -0.005 -2.990
C 2.877 1.475 -0.484
H 2.433 -1.577 0.471
H 4.071 -1.264 -0.235
H 2.918 -2.349 -1.071
C 3.010 -1.446 -0.454
H 2.274 1.590 0.431
H 3.950 1.384 -0.255
H 4.174 0.053 -2.882
H 2.706 0.865 -3.544
H 2.699 2.337 -1.144
H 2.799 -0.916 -3.537
C 0.008 -0.515 -2.837
O 0.015 -0.988 -3.911
Cl -0.018 0.220 7.554
C -0.013 0.146 5.835
C -0.010 -1.101 5.188
C -0.006 -1.140 3.797
C -0.007 0.003 3.028
C -0.010 1.255 3.670
C -0.015 1.335 5.071
C -0.003 -0.089 1.536
O -0.003 -1.196 0.921
O 0.002 1.005 0.849
H -0.008 -2.015 5.770
H -0.002 -2.085 3.279
H -0.011 2.162 3.064
H -0.019 2.304 5.587

=====

Record 5
107
Properties=species:S:1:pos:R:3 method="wB97M-V/def2-TZVPD" charge=0 homo_lumo_gap_ha=0.3597 energy_ev=-538066.3227
C 4.346 -3.399 -3.165
C 3.340 -2.544 -2.426
O 2.631 -3.350 -1.500
C 1.478 -2.705 -0.976
C 1.381 -3.037 0.500
O 0.062 -2.978 1.026
Si -0.838 -1.582 0.851
C -1.497 -0.923 2.477
C -0.621 -1.222 3.693
C 0.787 -0.684 3.587
O 0.809 0.731 3.628
C 1.411 1.267 4.775
C -2.316 -1.982 -0.280
C -2.412 -1.132 -1.555
O -1.177 -0.767 -2.118
C -3.278 -1.852 -2.607
F -3.014 -3.181 -2.686
F -4.592 -1.667 -2.335
F -3.051 -1.344 -3.844
H 4.751 -2.799 -3.980
H 3.842 -4.246 -3.623
H 5.168 -3.713 -2.531
H 2.663 -2.103 -3.162
H 3.855 -1.759 -1.865
H 1.572 -1.636 -1.165
H 0.602 -3.104 -1.498
H 1.715 -4.068 0.608
H 2.090 -2.434 1.072
H 0.042 -0.548 0.274
H -2.471 -1.394 2.642
H -1.710 0.140 2.360
H -0.608 -2.285 3.928
H -1.078 -0.738 4.560
H 1.364 -1.074 4.431
H 1.308 -1.015 2.686
H 2.362 0.793 5.017
H 1.605 2.324 4.628
H 0.729 1.197 5.629
H -2.279 -3.045 -0.507
H -3.203 -1.764 0.315
H -2.951 -0.220 -1.313
H -0.813 -1.502 -2.618
C -6.772 -1.750 -4.755
Cl -6.791 -0.412 -5.902
Cl -8.368 -2.494 -4.612
Cl -5.566 -2.944 -5.214
H -6.500 -1.354 -3.786
C 4.364 2.533 2.154
Cl 3.287 1.280 1.551
Cl 4.389 2.556 3.930
Cl 5.985 2.316 1.500
H 3.990 3.491 1.817
C -0.929 -5.838 -1.998
Cl -0.163 -4.874 -3.264
Cl -1.872 -7.152 -2.698
Cl 0.276 -6.454 -0.870
H -1.604 -5.194 -1.450
C 9.467 1.967 4.192
Cl 9.840 1.716 2.485
Cl 10.085 3.529 4.737
Cl 7.733 1.846 4.478
H 9.957 1.190 4.762
C 6.217 5.819 -1.128
Cl 5.416 5.745 0.452
Cl 7.149 4.352 -1.428
Cl 5.049 6.083 -2.418
H 6.901 6.656 -1.112
C 7.512 6.167 5.850
Cl 6.869 5.540 4.336
Cl 9.207 6.618 5.676
Cl 6.558 7.548 6.406
H 7.445 5.388 6.598
C 8.453 9.145 9.641
Cl 8.789 10.791 9.103
Cl 9.953 8.277 9.970
Cl 7.411 9.153 11.065
H 7.931 8.630 8.845
C 1.908 8.799 -1.531
Cl 2.997 9.365 -2.800
Cl 0.443 8.108 -2.229
Cl 2.718 7.631 -0.488
H 1.624 9.651 -0.929
C -3.715 1.614 -5.125
Cl -4.866 2.875 -5.580
Cl -2.458 1.439 -6.348
Cl -3.009 1.954 -3.544
H -4.252 0.677 -5.060
C -8.024 -6.298 -3.831
Cl -9.176 -7.531 -4.346
Cl -7.926 -6.229 -2.070
Cl -6.436 -6.587 -4.538
H -8.378 -5.338 -4.184
C -5.375 -7.112 -8.392
Cl -3.776 -7.795 -8.094
Cl -5.533 -5.533 -7.626
Cl -5.703 -7.011 -10.123
H -6.109 -7.773 -7.950
C -5.159 0.596 4.040
Cl -4.656 1.784 2.837
Cl -5.846 -0.829 3.259
Cl -3.806 0.148 5.078
H -5.925 1.045 4.657
C -10.611 -1.984 -1.435
Cl -12.312 -2.254 -1.052
Cl -9.855 -0.933 -0.236
Cl -9.743 -3.514 -1.560
H -10.557 -1.489 -2.395

=====

Record 6
41
Properties=species:S:1:pos:R:3 method="wB97M-V/def2-TZVPD" charge=0 homo_lumo_gap_ha=0.3367 energy_ev=-29675.4493
C 4.387 -2.466 -0.904
N 4.575 -1.249 -0.075
C 4.700 -0.018 -0.915
B 3.281 0.598 -1.348
O 3.105 1.997 -1.115
B 2.562 2.613 -2.258
O 2.294 1.756 -3.361
B 1.534 0.695 -2.769
C -0.030 0.640 -3.031
C -0.737 -0.671 -2.576
C -1.341 -0.621 -1.153
C -0.394 -0.063 -0.074
N -0.914 -0.372 1.275
O 2.267 -0.189 -1.951
H 4.723 -2.305 -1.937
H 5.014 -3.264 -0.488
H 3.321 -2.730 -0.930
H 3.759 -1.112 0.504
H 5.240 0.718 -0.296
H 5.328 -0.233 -1.792
H 2.295 3.760 -2.284
H -0.158 0.713 -4.127
H -0.534 1.528 -2.618
H -0.106 -1.562 -2.706
H -1.584 -0.827 -3.266
H -1.569 -1.660 -0.858
H -2.309 -0.098 -1.127
H 0.588 -0.556 -0.139
H -0.271 1.027 -0.237
H -1.816 0.091 1.333
H -0.289 0.048 1.949
C -4.379 -0.433 4.381
C -5.367 0.690 4.521
O -4.892 1.637 3.579
C -4.264 0.928 2.604
O -3.974 1.360 1.541
O -4.014 -0.342 3.002
F -5.329 1.241 5.760
H -3.494 -0.285 5.004
H -4.811 -1.406 4.608
H -6.397 0.419 4.276

=====

Record 7
72
Properties=species:S:1:pos:R:3 method="wB97M-V/def2-TZVPD" charge=0 homo_lumo_gap_ha=0.2181 energy_ev=-110604.3606
In 0.000 0.000 0.000
S 2.120 0.421 1.190
P 0.885 1.018 2.582
C -0.716 0.468 1.956
P -1.417 -1.186 1.822
S 0.084 -2.243 1.114
C -2.913 -1.000 0.859
C -3.688 -2.150 0.622
C -4.914 -2.068 -0.039
C -5.384 -0.834 -0.476
C -4.623 0.315 -0.262
C -3.394 0.233 0.398
C -1.975 -1.467 3.513
C -1.575 -2.613 4.218
C -2.014 -2.841 5.523
C -2.866 -1.930 6.141
C -3.284 -0.793 5.454
C -2.846 -0.564 4.148
C 0.968 0.207 4.193
C 0.277 0.711 5.306
C 0.387 0.096 6.557
C 1.186 -1.035 6.714
C 1.874 -1.552 5.624
C 1.769 -0.936 4.376
C 0.700 2.773 2.876
C -0.406 3.521 2.450
C -0.508 4.879 2.764
C 0.495 5.508 3.499
C 1.609 4.785 3.914
C 1.712 3.431 3.600
H -3.341 -3.123 0.969
H -5.502 -2.967 -0.206
H -6.342 -0.767 -0.985
H -4.992 1.277 -0.608
H -2.830 1.148 0.554
H -0.904 -3.339 3.762
H -1.683 -3.727 6.059
H -3.202 -2.107 7.160
H -3.952 -0.084 5.937
H -3.191 0.327 3.628
H -0.356 1.591 5.214
H -0.156 0.496 7.409
H 1.267 -1.515 7.686
H 2.497 -2.437 5.738
H 2.324 -1.364 3.543
H -1.201 3.061 1.871
H -1.371 5.451 2.432
H 0.413 6.565 3.742
H 2.398 5.274 4.481
H 2.591 2.878 3.934
C 0.720 -2.585 -3.933
C -0.685 -2.141 -3.524
S -0.755 -1.342 -1.885
C -1.374 0.306 -2.352
C -0.261 1.193 -2.890
S 1.154 1.136 -1.750
C 2.519 0.779 -2.907
C 2.692 -0.708 -3.226
S 1.723 -1.252 -4.677
H 0.612 -3.334 -4.726
H 1.258 -3.082 -3.119
H -1.309 -3.037 -3.437
H -1.150 -1.516 -4.294
H -1.803 0.759 -1.450
H -2.191 0.218 -3.075
H -0.614 2.228 -2.949
H 0.018 0.900 -3.904
H 3.423 1.112 -2.385
H 2.437 1.402 -3.804
H 2.509 -1.338 -2.350
H 3.738 -0.871 -3.509
H -1.351 1.066 -0.553

=====

| no. | molar mass (g/mol) |
| --- | --- |
| 1 | 881.09 |
| 2 | 229.03 |
| 3 | 300.28 |
| 4 | 692.44 |
| 5 | 1856.30 |
| 6 | 303.70 |
| 7 | 742.71 |